Computed, not measured: a structure of composition C24H27AsN5O4Ti, with ωB97M-V with the def2-TZVPD basis set.

ORCA input file:
```
! RIJCOSX wB97M-V def2-TZVPD def2/J DEFGRID3
* xyz 0 2
Ti -0.393 0.545 -0.792
O -0.774 -3.515 -0.968
C -0.801 -2.317 -1.217
N 0.173 -1.395 -1.206
C 1.532 -1.686 -0.977
C 2.100 -2.942 -0.794
C 3.471 -3.032 -0.567
C 4.261 -1.896 -0.529
C 3.706 -0.636 -0.731
C 2.341 -0.534 -0.959
N 1.603 0.644 -1.189
C 2.161 1.750 -1.708
O 3.342 2.030 -1.861
C 1.114 2.750 -2.161
C 1.507 3.999 -2.608
C 0.531 4.898 -2.997
C -0.802 4.524 -2.908
C -1.105 3.263 -2.432
N -0.169 2.382 -2.075
C -2.123 -1.697 -1.638
C -3.263 -2.479 -1.705
C -4.429 -1.894 -2.168
C -4.413 -0.554 -2.533
C -3.238 0.160 -2.387
N -2.110 -0.397 -1.948
H 1.478 -3.823 -0.817
H 3.918 -4.007 -0.418
H 5.325 -1.983 -0.347
H 4.319 0.252 -0.721
H 2.563 4.220 -2.635
H 0.800 5.883 -3.355
H -1.600 5.198 -3.184
H -2.135 2.956 -2.303
H -3.192 -3.516 -1.412
H -5.341 -2.471 -2.246
H -5.296 -0.057 -2.907
H -3.199 1.215 -2.621
O -2.272 1.327 0.159
N -1.771 2.295 0.788
O -0.535 2.363 0.612
C -2.483 -0.210 3.200
C -1.067 0.349 3.234
As 0.054 -0.346 1.787
C -0.026 -2.267 2.130
C 0.233 -2.680 3.571
C 1.845 0.086 2.438
C 2.255 1.535 2.216
H -3.084 0.210 4.008
H -2.490 -1.296 3.318
H -2.980 0.028 2.258
H -0.569 0.103 4.174
H -1.072 1.436 3.150
H 0.703 -2.720 1.456
H -1.003 -2.618 1.791
H 1.221 -2.367 3.911
H 0.187 -3.765 3.671
H -0.504 -2.259 4.258
H 2.524 -0.595 1.919
H 1.869 -0.168 3.500
H 2.307 1.774 1.154
H 3.242 1.717 2.646
H 1.554 2.234 2.676
*
```

The LUMO energy (alpha / beta) is -0.015 / -0.012 hartree. Its energy above the lowest of the compared OMol25 structures with the same formula, charge and spin is 0.0000 eV.

Computed, not measured: an isolated molecule of C4H5FO at a distorted geometry, with ωB97M-V with the def2-TZVPD basis set.

ORCA input file:
```
! RIJCOSX wB97M-V def2-TZVPD def2/J DEFGRID3
* xyz 0 1
C 0.074 1.610 0.523
C 0.232 0.379 0.773
C -0.616 -0.553 -0.068
F -1.798 -0.071 -0.594
C 0.455 -1.134 -1.043
O 0.367 -1.359 -2.180
H 0.624 2.360 1.055
H -0.920 1.754 -0.099
H 0.927 -0.202 1.430
H -0.685 -1.465 0.571
H 1.340 -1.319 -0.368
*
```

The LUMO energy is 0.029 hartree. Its energy above the lowest of the compared OMol25 structures with the same formula, charge and spin is 1.5262 eV.

Computed, not measured: a structure of composition C27H34IN7O5S3Ta at a distorted geometry, with ωB97M-V with the def2-TZVPD basis set.

ORCA input file:
```
! RIJCOSX wB97M-V def2-TZVPD def2/J DEFGRID3
* xyz 1 1
Ta 12.159 11.491 9.961
C 13.404 12.173 5.924
C 13.289 12.683 7.336
O 12.423 12.077 8.050
C 14.055 13.650 7.914
C 13.793 14.108 9.205
C 14.318 15.490 9.479
N 13.041 13.464 10.052
N 12.589 14.186 11.181
C 11.435 13.748 11.519
O 10.901 12.705 10.840
C 10.542 14.478 12.428
C 10.653 15.839 12.521
C 9.865 16.546 13.409
C 8.910 15.836 14.142
C 8.623 14.503 13.877
C 9.434 13.824 12.999
H 12.446 12.321 5.465
H 13.597 11.096 6.028
H 14.203 12.685 5.387
H 14.850 14.141 7.345
H 15.303 15.536 8.998
H 14.334 15.743 10.525
H 13.633 16.176 8.940
H 11.473 16.337 11.960
H 9.964 17.609 13.539
H 8.315 16.337 14.857
H 7.864 13.975 14.433
H 9.237 12.745 12.814
O 12.819 9.634 8.924
S 11.962 8.368 8.715
C 12.783 7.119 9.621
C 13.849 6.458 8.670
C 13.879 7.292 7.358
C 12.471 7.735 7.132
H 12.057 6.369 9.897
H 13.105 7.583 10.554
H 13.503 5.462 8.494
H 14.835 6.443 9.151
H 14.198 6.738 6.469
H 14.523 8.194 7.519
H 11.820 6.867 6.944
H 12.267 8.471 6.377
S 10.021 10.965 8.296
C 8.575 10.405 8.991
N 7.491 11.169 9.164
C 6.380 10.401 9.643
C 7.003 9.016 9.988
N 8.328 9.132 9.345
H 7.454 12.153 8.867
H 5.605 10.270 8.907
H 5.908 10.889 10.526
H 6.452 8.151 9.654
H 7.158 8.906 11.082
H 9.073 8.549 9.664
I 17.454 11.562 17.220
C 16.666 11.405 15.347
C 16.896 10.305 14.535
C 16.013 9.984 13.500
C 14.887 10.771 13.225
C 14.726 12.016 13.899
C 15.613 12.300 14.943
C 13.905 10.382 12.157
O 13.893 9.316 11.586
O 13.130 11.381 11.768
H 17.757 9.693 14.786
H 16.149 9.077 12.928
H 13.884 12.676 13.663
H 15.444 13.181 15.567
N 15.496 12.082 10.297
N 14.595 11.240 9.550
H 16.379 11.601 10.413
H 15.053 12.219 11.221
H 14.639 10.236 9.788
H 14.829 11.370 8.569
S 10.919 9.553 11.438
C 9.480 10.079 12.075
N 8.402 10.330 12.415
*
```

The LUMO energy is -0.104 hartree. Its energy above the lowest of the compared OMol25 structures with the same formula, charge and spin is 0.6751 eV.